Formula: C2H5N3O
Source: the OMol25 dataset
Level of theory: wB97M-V/def2-TZVPD

```
11
Properties=species:S:1:pos:R:3:forces:R:3:lowdin_charge:R:1
C 1.566633 -0.839536 0.114920 0.9 -1.1 -1.5 -0.13
N 0.230177 -0.650757 0.469545 -5.4 0.0 -0.6 -0.05
N -0.673082 -0.399817 -0.389754 3.6 -1.2 0.8 0.09
C -2.041151 -0.267957 0.009142 -0.5 -4.6 -0.7 -0.63
N -2.365601 0.952517 0.273743 1.4 2.1 0.9 0.20
O -2.798085 -1.239514 -0.097916 1.2 1.5 0.2 0.04
H 1.876801 0.077449 0.547536 1.7 1.0 0.0 0.07
H 1.843969 -1.006168 -0.973569 -0.5 0.5 1.1 0.10
H 1.985408 -1.653914 0.736016 -0.3 0.4 -0.3 0.09
H -1.583341 1.575463 0.315973 -0.2 0.6 0.0 0.11
H -3.261306 1.277341 0.108615 -1.9 0.7 -0.1 0.10
```
Positions in Å, forces in eV/Å.

Computed properties:
Spin multiplicity: 1
Frontier orbital gap, eV: 9.80
DFT total energy, a.u.: -318.65770